# H68O34

A 34-piece molecular cluster, H68O34 overall at a distorted geometry (ωB97M-V/def2-TZVPD, the OMol25 dataset).

Its HOMO energy is -10.058 eV. The calculation puts the gap between HOMO and LUMO at 9.108 eV. For the max |F|, the calculation gives 1.36 eV/Å.

ORCA input file:
```
! RIJCOSX wB97M-V def2-TZVPD def2/J DEFGRID3
* xyz 0 1
O -39.7788 40.1073 -37.0022
H -39.5674 40.6702 -37.7469
H -39.1009 39.4316 -37.0121
O -34.8600 35.5822 -33.4640
H -35.5294 36.2458 -33.6305
H -34.1429 35.8110 -34.0553
O -44.0507 40.9258 -36.0085
H -43.4397 40.7262 -36.7178
H -43.5947 40.6489 -35.2138
O -37.8298 40.2714 -34.8072
H -36.9762 40.4392 -35.2065
H -38.4605 40.4532 -35.5039
O -39.3389 36.4595 -29.4584
H -38.7976 35.8393 -28.9701
H -40.2044 36.0518 -29.4873
O -38.5742 38.7921 -30.9728
H -39.0200 38.4899 -31.7641
H -38.5816 38.0338 -30.3888
O -44.5951 36.1476 -34.6954
H -45.2542 36.6777 -35.1435
H -45.0974 35.5998 -34.0921
O -42.2066 35.8827 -32.4507
H -41.9400 36.4944 -31.7644
H -42.7514 36.4051 -33.0394
O -40.9038 42.5601 -37.1588
H -40.2954 41.9100 -36.8075
H -41.4049 42.0859 -37.8223
O -41.2198 32.9758 -34.7690
H -41.8016 33.6010 -35.2011
H -40.3864 33.0643 -35.2314
O -34.9413 42.5988 -33.9600
H -34.4819 42.8855 -33.1707
H -35.8428 42.4526 -33.6732
O -35.7287 41.3205 -36.2664
H -34.9683 40.9500 -36.7146
H -35.3575 41.8354 -35.5498
O -38.2918 38.0295 -37.2089
H -38.5616 37.7531 -38.0847
H -38.1700 37.2120 -36.7261
O -35.0674 38.7252 -32.6220
H -35.1485 38.1014 -31.9005
H -34.5988 39.4695 -32.2442
O -41.7717 43.7258 -33.4645
H -42.2593 42.9603 -33.1604
H -40.9426 43.3705 -33.7848
O -42.4263 39.0568 -37.3545
H -42.9079 38.8577 -38.1574
H -41.7835 39.7156 -37.6172
O -40.4566 38.6695 -28.0155
H -39.5398 38.7514 -27.7529
H -40.4335 38.1213 -28.7998
O -42.7670 32.9520 -32.2082
H -42.6164 33.8878 -32.3416
H -43.0086 32.6220 -33.0736
O -41.6984 39.8513 -31.3452
H -41.3333 38.9669 -31.3178
H -41.3397 40.2832 -30.5700
O -36.9350 37.1200 -33.9465
H -37.8410 37.4172 -34.0310
H -36.4966 37.8205 -33.4635
O -37.2695 34.3775 -31.6545
H -36.6160 34.8484 -32.1716
H -38.1074 34.6193 -32.0490
O -38.7636 33.1362 -35.9712
H -38.4335 34.0341 -35.9392
H -37.9947 32.5917 -35.8025
O -42.9169 39.5971 -33.7527
H -42.3670 38.9853 -34.2420
H -42.4625 39.7137 -32.9183
O -37.2416 35.2076 -36.0138
H -36.4026 35.2128 -36.4746
H -37.0844 35.7240 -35.2234
O -41.4969 37.4794 -35.2712
H -41.8542 37.9262 -36.0386
H -41.6038 36.5480 -35.4644
O -40.9899 35.5380 -38.9104
H -40.5964 36.4098 -38.8740
H -41.9286 35.6939 -38.8066
O -39.5922 38.1846 -33.5899
H -40.2969 37.8370 -34.1366
H -39.4172 39.0547 -33.9485
O -35.1557 38.0313 -37.3006
H -34.4585 38.6600 -37.1135
H -35.9606 38.4834 -37.0478
O -37.9122 43.6320 -31.2252
H -37.5262 42.7871 -31.4564
H -37.6514 44.2175 -31.9361
O -37.3065 40.8403 -32.1872
H -37.6028 40.1097 -31.6444
H -37.4219 40.5334 -33.0865
O -39.7903 34.7153 -32.8511
H -40.4332 35.3736 -32.5873
H -40.3068 33.9249 -33.0082
O -39.0606 43.1552 -34.3984
H -38.5712 43.6266 -33.7244
H -38.6844 43.4586 -35.2246
O -39.8122 42.1218 -29.7423
H -39.0994 42.2213 -30.3733
H -40.5105 42.6835 -30.0785
O -42.6647 34.8911 -35.9559
H -43.3853 35.3713 -35.5479
H -42.9273 34.7966 -36.8715
*
```

These are the Mulliken partial charges, in e, on atoms 1 to 99: -0.549, 0.376, 0.167, -0.668, 0.454, 0.290, -0.639, 0.289, 0.404, 0.031, 0.172, 0.072, -0.515, 0.235, 0.257, -0.566, 0.251, 0.294, -0.579, 0.247, 0.272, -0.551, 0.191, 0.186, -0.631, 0.442, 0.255, -0.625, 0.459, 0.282, -0.760, 0.325, 0.243, -0.581, 0.235, 0.380, -0.504, 0.204, 0.149, -0.631, 0.258, 0.255, -0.632, 0.302, 0.336, -0.589, 0.265, 0.206, -0.626, 0.297, 0.323, -0.607, 0.278, 0.305, -0.643, 0.078, 0.378, 0.001, 0.171, 0.037, -0.693, 0.387, 0.457, -0.699, 0.450, 0.271, -0.668, 0.281, 0.494, -0.769, 0.278, 0.333, 0.073, -0.002, 0.143, -0.571, 0.286, 0.274, 0.147, -0.146, -0.049, -0.608, 0.295, 0.280, -0.649, 0.363, 0.243, -0.299, 0.398, 0.135, -0.423, 0.200, 0.244, -0.525, 0.138, 0.284, -0.602, 0.292, 0.292


# C44H72BBrCl2N4OP2SbZr

C44H72BBrCl2N4OP2SbZr as an isolated structure (ωB97M-V/def2-TZVPD, the OMol25 dataset).

Its HOMO energy is -9.505 eV. The calculation puts the gap between HOMO and LUMO at 7.239 eV. For the max |F|, the calculation gives 0.81 eV/Å.

ORCA input file:
```
! RIJCOSX wB97M-V def2-TZVPD def2/J DEFGRID3
* xyz 1 1
Zr -1.1375 -0.2651 0.1245
C -2.5225 -5.0679 0.7734
C -1.1060 -4.4734 0.7889
C -0.2112 -5.4996 1.5067
C -0.5795 -4.3456 -0.6488
P -0.9838 -2.7730 1.6113
C 0.8047 -2.7890 2.0580
N 1.1766 -1.4493 2.4103
B 0.5431 -0.2701 1.8745
N 0.9468 0.7670 2.8190
C 0.3863 2.0750 3.0358
P -0.4540 2.6710 1.5205
C -1.8556 3.6588 2.2773
C -1.4659 4.6934 3.3457
C -2.6265 4.3846 1.1703
C -2.7558 2.6194 2.9859
C 0.8601 3.7850 0.7751
C 1.0721 5.1231 1.4886
C 0.5333 4.0561 -0.6967
C 2.1805 3.0144 0.8277
C 1.7610 0.2154 3.8057
C 2.3550 0.7995 4.9146
C 3.1244 -0.0085 5.7427
C 3.2908 -1.3631 5.4723
C 2.6872 -1.9540 4.3688
C 1.9184 -1.1484 3.5442
C -1.9445 -2.7119 3.2112
C -1.7072 -3.9137 4.1308
C -3.4416 -2.6064 2.8807
C -1.5723 -1.4394 3.9847
H -2.4968 -5.9751 0.1666
H -3.2732 -4.4143 0.3421
H -2.8501 -5.3581 1.7715
H -0.3283 -6.4579 0.9951
H -0.4822 -5.6518 2.5501
H 0.8466 -5.2437 1.4567
H -0.7936 -5.2797 -1.1723
H 0.5024 -4.2033 -0.6667
H -1.0231 -3.5272 -1.2074
H 1.3654 -3.1687 1.2000
H 0.9963 -3.4747 2.8878
H 1.1628 2.7876 3.3330
H -0.3362 2.0497 3.8607
H -1.0385 5.5969 2.9245
H -0.7713 4.2935 4.0861
H -2.3725 4.9845 3.8823
H -2.0142 5.1555 0.7011
H -3.5010 4.8789 1.5992
H -2.9726 3.7058 0.3909
H -2.5537 2.5990 4.0567
H -2.6244 1.5983 2.6191
H -3.8058 2.8822 2.8510
H 0.2661 5.8290 1.2911
H 1.9920 5.5698 1.1027
H 1.1885 5.0240 2.5683
H -0.4923 4.3891 -0.8622
H 0.7081 3.1621 -1.2961
H 1.2011 4.8356 -1.0715
H 2.5874 2.9445 1.8366
H 2.9107 3.5451 0.2112
H 2.0776 2.0043 0.4331
H 2.2281 1.8510 5.1356
H 3.6018 0.4241 6.6113
H 3.9018 -1.9673 6.1292
H 2.8283 -3.0066 4.1609
H -2.0767 -4.8440 3.7029
H -2.2457 -3.7522 5.0677
H -0.6536 -4.0419 4.3824
H -3.8442 -3.4861 2.3866
H -3.6520 -1.7358 2.2494
H -3.9912 -2.4685 3.8140
H -0.5572 -1.4564 4.3801
H -2.2653 -1.3453 4.8243
H -1.6744 -0.5325 3.3792
O -4.3261 3.3793 -4.2135
C -3.5858 2.7755 -3.2748
C -2.2053 2.6089 -3.3747
C -1.5504 1.9449 -2.3638
N -2.1714 1.4861 -1.2683
C -3.4831 1.6639 -1.2048
Br -4.2789 0.9841 0.3702
C -4.2594 2.2855 -2.1553
H -3.7736 3.6712 -4.9466
H -1.6505 2.9482 -4.2388
H -0.4947 1.7235 -2.4278
H -5.3281 2.3896 -2.0534
C 4.1690 2.5928 -2.9650
C 3.4930 1.2981 -3.4047
C 4.3778 0.5194 -4.3700
Sb 2.7517 0.1997 -1.6893
C 4.4610 0.4878 -0.3732
C 4.1886 0.1590 1.0959
C 5.7611 -0.1674 -0.8223
C 3.1841 -1.8411 -2.2380
C 2.9601 -2.7045 -1.0027
C 2.3969 -2.4207 -3.4028
H 4.3543 3.2421 -3.8247
H 5.1364 2.3990 -2.4968
H 3.5670 3.1607 -2.2502
H 2.5717 1.5666 -3.9332
H 5.2962 0.1732 -3.8921
H 4.6753 1.1513 -5.2120
H 3.8756 -0.3574 -4.7811
H 4.5948 1.5735 -0.4316
H 4.2314 -0.9135 1.2888
H 3.2185 0.5085 1.4500
H 4.9517 0.6190 1.7310
H 5.7001 -1.2564 -0.7615
H 6.5851 0.1379 -0.1702
H 6.0449 0.0898 -1.8438
H 4.2509 -1.8398 -2.4814
H 1.9206 -2.6075 -0.6763
H 3.6051 -2.4392 -0.1680
H 3.1376 -3.7600 -1.2329
H 1.3350 -2.4798 -3.1549
H 2.7490 -3.4361 -3.6080
H 2.4859 -1.8494 -4.3262
Cl -3.3132 -2.0298 -0.7178
C -2.9344 -1.6735 -2.3991
C -3.8966 -1.8816 -3.3638
C -3.5845 -1.5523 -4.6771
C -2.3385 -1.0167 -4.9727
C -1.3988 -0.8254 -3.9733
Cl 0.1249 -0.1140 -4.4302
C -1.6401 -1.1651 -2.6315
N -0.7579 -0.9701 -1.5897
H -4.8627 -2.2800 -3.0886
H -4.3088 -1.7045 -5.4640
H -2.0800 -0.7418 -5.9855
*
```

These are the Mulliken partial charges, in e, on atoms 1 to 99: -2.453, -1.835, 2.245, -1.890, -2.161, 1.251, -1.551, 0.794, 3.122, 0.680, -2.368, 0.987, 1.799, -1.791, -1.886, -1.436, 2.200, -1.860, -1.353, -1.647, 0.700, -0.691, -0.907, -0.933, -1.095, 0.110, 2.289, -1.864, -1.729, -2.042, 0.527, 0.239, 0.377, 0.556, 0.291, 0.270, 0.706, 0.380, 0.190, 0.009, 0.705, 0.632, 0.659, 0.404, 0.259, 0.551, 0.276, 0.551, 0.405, 0.438, -0.434, 0.521, 0.352, 0.489, 0.319, 0.310, -0.255, 0.644, 0.274, 0.841, -0.635, 0.468, 0.410, 0.440, 0.522, 0.379, 0.506, 0.295, 0.307, 0.061, 0.606, 0.114, 0.827, 0.405, -0.546, 0.549, -0.960, -1.041, 1.323, -0.320, 0.034, -1.061, 0.343, 0.376, 0.784, 0.597, -1.391, 0.638, -1.392, -0.636, 0.807, -1.261, -1.598, 0.457, -0.520, -1.355, 0.465, 0.312, 0.161


Taking the records one at a time from the top gives energy above the lowest of the compared OMol25 structures with the same formula, charge and spin values of 108.4, 10.4 kcal/mol.